{
  "formula": "C3H2IN2O3S",
  "method": "wB97M-V/def2-TZVPD",
  "species": ["C", "C", "C", "N", "N", "O", "O", "O", "S", "I", "H", "H"],
  "xyz": [[0.26, -0.74, 0.07], [0.81, -0.48, -2.60], [0.62, -1.74, -0.84], [-0.11, 0.02, 0.87], [1.05, -1.60, -2.06], [-2.26, 2.64, 1.83], [-1.56, 0.98, 3.44], [0.10, 2.72, 2.57], [-1.18, 2.02, 2.47], [0.89, -3.68, 0.13], [1.05, -0.45, -3.72], [0.34, 0.31, -2.14]],
  "nbo_charge": [0.280, -0.270, -0.239, -0.557, -0.407, -0.850, -0.829, -0.824, 2.456, -0.043, 0.140, 0.143],
  "charge": -1,
  "multiplicity": 1,
  "homo_lumo_gap_ev": 5.00
}



{
  "formula": "C3H2IO3",
  "method": "wB97M-V/def2-TZVPD",
  "species": ["C", "C", "C", "O", "O", "O", "I", "H", "H"],
  "xyz": [[-0.08, 0.59, 0.78], [-1.12, -0.70, -0.71], [0.82, 0.36, -0.35], [-1.93, -1.29, -1.24], [0.15, -0.45, -1.20], [-1.26, 0.01, 0.48], [1.64, -0.96, 1.44], [0.05, 1.44, 1.49], [1.73, 0.99, -0.68]],
  "nbo_charge": [0.057, 0.935, 0.045, -0.418, -0.432, -0.423, 0.640, 0.287, 0.309],
  "charge": 1,
  "multiplicity": 3,
  "s2": 2.00,
  "homo_lumo_gap_ev": [7.40, 6.66]
}



{
  "formula": "C3H2LiO3Sc",
  "method": "wB97M-V/def2-TZVPD",
  "species": ["O", "C", "O", "C", "C", "O", "Sc", "H", "H", "Li"],
  "xyz": [[-2.29, -1.90, -1.60], [-1.41, -1.30, -2.15], [1.56, -0.80, 0.31], [1.36, -0.17, 1.35], [0.43, 1.07, 1.34], [-0.12, 1.43, 0.30], [0.22, -0.07, -0.99], [1.79, -0.40, 2.32], [0.37, 1.59, 2.30], [-1.91, 0.55, -3.17]],
  "nbo_charge": [-0.409, -0.124, -0.742, 0.080, 0.089, -0.758, 1.633, 0.187, 0.185, 0.858],
  "charge": 1,
  "multiplicity": 2,
  "s2": 0.82,
  "homo_lumo_gap_ev": [4.93, 4.57]
}



{
  "formula": "C3H2LiO3Y",
  "method": "wB97M-V/def2-TZVPD",
  "species": ["C", "C", "O", "Li", "H", "H", "O", "C", "Y", "O"],
  "xyz": [[1.52, 1.53, 1.26], [1.21, 0.31, 0.84], [1.34, -0.87, 0.87], [0.29, -2.31, 0.03], [1.38, 2.38, 0.60], [2.00, 1.65, 2.24], [-2.20, 0.40, -1.53], [-1.25, -0.15, -0.97], [-3.20, -1.51, -2.39], [-1.10, -1.41, -0.95]],
  "nbo_charge": [-0.335, 0.719, -0.473, 0.973, 0.310, 0.341, -0.770, 0.654, 2.511, -0.929],
  "charge": 3,
  "multiplicity": 2,
  "s2": 0.79,
  "homo_lumo_gap_ev": [5.77, 4.10]
}



Result set for electronic energy: -1146.5877 -638.4821 -1109.1454 -385.8170 Ha, one per record in the order listed.
Result set for energy above the lowest of the compared OMol25 structures with the same formula, charge and spin: 46.30 0.00 0.00 0.00 kcal per mole, one per record in the order listed.
Result set for maximum force: 5.40 5.20 8.64 4.53 eV/A, one per record in the order listed.